{"formula": "C26H21AuClN2O3", "method": "the ωB97M-V functional and the def2-TZVPD basis", "homo_ev": -4.25, "relative_energy_kcal_mol": 6.31, "total_charge": -1, "multiplicity": 1, "species": ["Au", "Cl", "O", "O", "O", "N", "N", "C", "C", "C", "C", "C", "C", "C", "C", "C", "C", "C", "C", "C", "C", "C", "C", "C", "C", "C", "C", "C", "C", "C", "C", "C", "C", "H", "H", "H", "H", "H", "H", "H", "H", "H", "H", "H", "H", "H", "H", "H", "H", "H", "H", "H", "H", "H"], "xyz": [[0.290, 2.870, -0.828], [-2.826, 1.815, 5.701], [-0.871, 0.700, -0.576], [-0.973, 3.947, 0.534], [0.799, -0.416, -1.598], [1.518, 2.332, 1.145], [2.144, 2.231, -1.615], [2.944, 1.581, -0.696], [0.504, -2.580, 0.564], [3.460, 1.328, -3.392], [-1.179, -1.589, -1.022], [-1.306, 3.409, 1.658], [3.501, 1.012, 1.595], [-3.020, 3.321, 3.426], [-0.537, 2.464, 2.431], [-2.360, -1.666, -1.764], [2.642, 1.627, 0.716], [-3.604, -5.153, -0.826], [-0.323, -0.332, -1.057], [4.070, 0.843, -1.123], [4.291, 0.714, -2.512], [-2.568, 3.779, 2.217], [-0.781, -2.662, -0.224], [-1.055, 1.976, 3.645], [-2.811, -0.506, -2.617], [2.401, 2.107, -2.892], [-2.248, 2.409, 4.152], [-1.581, -3.800, -0.162], [-2.757, -3.903, -0.894], [4.645, 0.319, 1.151], [-3.128, -2.827, -1.694], [4.923, 0.224, -0.179], [0.710, 1.842, 2.000], [5.299, -0.150, 1.877], [-3.683, -5.520, 0.199], [-3.177, -5.959, -1.431], [5.127, 0.115, -2.857], [-4.046, -2.890, -2.274], [0.902, 0.839, 2.408], [-1.274, -4.627, 0.474], [-3.642, -0.798, -3.263], [3.282, 1.076, 2.654], [-1.993, -0.137, -3.240], [1.366, -2.600, -0.105], [-3.165, 4.466, 1.630], [0.582, -3.406, 1.274], [0.564, -1.637, 1.115], [3.593, 1.233, -4.461], [1.752, 2.654, -3.564], [-3.980, 3.639, 3.816], [5.790, -0.325, -0.532], [-4.614, -4.962, -1.195], [-3.121, 0.329, -1.985], [-0.476, 1.243, 4.199]]}

---

{"formula": "C26H21BN5O10", "method": "the ωB97M-V functional and the def2-TZVPD basis", "homo_ev": -4.18, "relative_energy_kcal_mol": 0.00, "total_charge": -1, "multiplicity": 1, "species": ["O", "O", "O", "O", "O", "O", "O", "O", "O", "O", "N", "N", "N", "N", "N", "C", "C", "C", "C", "C", "C", "C", "C", "C", "C", "C", "C", "C", "C", "C", "C", "C", "C", "C", "C", "C", "C", "C", "C", "C", "C", "B", "H", "H", "H", "H", "H", "H", "H", "H", "H", "H", "H", "H", "H", "H", "H", "H", "H", "H", "H", "H", "H"], "xyz": [[-2.589, -1.911, 2.855], [0.132, 2.232, -8.317], [0.262, 2.124, -2.633], [3.915, -1.475, -6.167], [3.979, -1.435, -3.886], [-0.797, 3.265, -4.174], [1.319, 0.231, 3.784], [-2.649, 1.123, 1.726], [1.466, 0.829, -9.511], [1.384, -0.867, 0.853], [1.116, 1.223, -8.411], [3.238, -0.860, -7.199], [-0.158, 2.564, -7.016], [0.031, 2.399, -3.842], [3.476, -1.010, -4.914], [-2.696, 1.289, -0.518], [1.469, -3.104, 0.672], [-3.267, 1.730, 0.652], [0.654, 1.758, -6.269], [2.371, -0.002, -6.574], [-4.267, 2.733, 0.938], [-1.658, -1.066, 4.696], [-1.659, 0.372, -0.132], [-2.669, -2.001, 5.098], [-4.181, -3.536, 3.678], [-1.625, 0.330, 1.241], [0.796, 1.640, -4.811], [1.439, 0.932, -7.100], [0.336, -1.374, 1.595], [1.944, 1.313, 4.364], [-1.606, -1.066, 3.322], [2.477, -0.064, -5.163], [3.088, -1.625, -0.687], [2.937, 1.046, 5.385], [1.397, 2.472, 3.882], [2.040, -1.926, 0.264], [0.313, 0.705, 2.965], [0.386, -2.742, 1.537], [-3.203, -2.502, 3.939], [0.366, 2.075, 2.968], [1.713, 0.710, -4.269], [-0.641, -0.340, 2.269], [-1.043, -0.469, 5.366], [2.488, 0.553, 6.257], [2.702, -1.077, -1.558], [-2.946, 1.596, -1.526], [-3.822, 3.604, 1.438], [-3.726, -4.399, 3.174], [3.748, 0.417, 5.003], [-5.067, 2.334, 1.571], [-4.696, 3.067, -0.011], [3.887, -1.033, -0.226], [-5.006, -3.162, 3.062], [3.354, 2.003, 5.711], [-4.583, -3.874, 4.638], [-0.262, 2.742, 2.382], [1.874, 0.586, -3.208], [1.673, 3.485, 4.158], [-1.012, -0.176, -0.809], [3.510, -2.568, -1.048], [1.763, -4.105, 0.371], [-2.943, -2.279, 6.111], [-0.277, -3.433, 2.054]]}

---

{"formula": "C26H21Br2F3N2OPSTc", "method": "the ωB97M-V functional and the def2-TZVPD basis", "homo_ev": [-17.65, -17.61], "relative_energy_kcal_mol": 65.83, "total_charge": 3, "multiplicity": 4, "species": ["Tc", "Br", "Br", "S", "P", "F", "F", "F", "O", "N", "N", "C", "C", "C", "C", "C", "C", "C", "C", "C", "C", "C", "C", "C", "C", "C", "C", "C", "C", "C", "C", "C", "C", "C", "C", "C", "C", "H", "H", "H", "H", "H", "H", "H", "H", "H", "H", "H", "H", "H", "H", "H", "H", "H", "H", "H", "H", "H"], "xyz": [[-0.075, 1.448, -1.216], [1.419, 1.646, -3.298], [-0.610, 1.943, -5.827], [-3.083, 2.092, 0.247], [0.405, -0.657, -0.228], [-3.011, 4.425, 4.009], [-3.819, 4.483, 2.002], [-3.873, 2.635, 3.158], [-2.139, 1.713, -2.830], [-0.497, 2.262, 0.625], [-1.611, 0.614, -2.190], [-1.283, -0.756, 3.433], [1.314, -0.941, 2.423], [-2.507, -2.909, -2.119], [1.208, 1.766, -5.262], [-0.676, -1.972, -0.847], [-3.159, 3.736, 2.891], [0.619, 2.626, 1.284], [1.084, -1.059, 3.787], [-0.637, 3.723, 2.985], [-1.068, -0.643, 2.073], [2.418, -2.009, -1.636], [2.098, -0.992, -0.737], [0.236, -0.729, 1.566], [4.419, -0.358, -0.601], [-1.794, 3.350, 2.329], [0.595, 3.357, 2.449], [3.102, -0.151, -0.234], [-1.714, 2.614, 1.126], [3.743, -2.206, -1.995], [-0.205, -0.960, 4.292], [-2.244, -4.161, -1.595], [4.740, -1.383, -1.484], [-0.436, -3.230, -0.313], [-1.209, -4.326, -0.687], [-2.132, -0.548, -2.365], [-1.736, -1.793, -1.761], [1.783, 2.640, -5.547], [1.564, 2.312, 0.844], [-2.985, -0.610, -3.040], [-0.375, -1.055, 5.356], [5.198, 0.273, -0.191], [1.652, -2.651, -2.048], [-0.690, 4.283, 3.910], [-1.000, -5.299, -0.263], [1.914, -1.247, 4.454], [1.518, 3.631, 2.941], [5.769, -1.536, -1.780], [3.996, -3.009, -2.674], [1.632, 0.846, -5.645], [2.319, -1.035, 2.034], [0.364, -3.362, 0.407], [-3.328, -2.787, -2.816], [2.858, 0.641, 0.467], [-2.848, -5.007, -1.892], [-1.905, -0.517, 1.393], [-3.027, 1.547, -3.191], [-2.289, -0.708, 3.830]]}

---

{"formula": "C26H21F4N2O2", "method": "the ωB97M-V functional and the def2-TZVPD basis", "homo_ev": -12.50, "total_charge": 1, "multiplicity": 1, "smiles": "O=C1c2ccccc2C(=O)N1C[C@@H]1CCC[N@@H+]1C(c1cc(F)cc(F)c1)c1cc(F)cc(F)c1", "species": ["F", "F", "F", "F", "O", "O", "N", "N", "C", "C", "C", "C", "C", "C", "C", "C", "C", "C", "C", "C", "C", "C", "C", "C", "C", "C", "C", "C", "C", "C", "C", "C", "C", "C", "H", "H", "H", "H", "H", "H", "H", "H", "H", "H", "H", "H", "H", "H", "H", "H", "H", "H", "H", "H", "H"], "xyz": [[-4.657, -1.999, 3.374], [3.138, 2.573, 2.758], [4.477, -1.916, 1.864], [-2.874, 2.148, 1.841], [1.809, -4.263, 8.961], [3.265, -2.072, 5.213], [0.521, -0.877, 5.310], [2.232, -3.433, 6.804], [-2.325, -1.546, 3.666], [-2.717, 0.921, 2.448], [3.323, -2.854, 6.167], [4.077, -3.844, 8.122], [-3.828, 0.128, 2.687], [4.506, -3.269, 6.939], [4.987, -4.242, 9.093], [-1.432, -0.210, 6.553], [-0.183, 0.348, 5.880], [1.329, -0.573, 3.080], [2.860, 1.228, 2.707], [2.242, -1.471, 2.520], [3.508, -0.997, 2.190], [0.834, -3.311, 6.309], [6.780, -3.519, 7.608], [1.602, 0.802, 3.135], [2.590, -3.908, 8.095], [5.854, -3.080, 6.658], [-1.417, 0.509, 2.763], [0.269, -1.892, 6.459], [6.350, -4.080, 8.819], [-3.590, -1.128, 3.250], [-1.196, -1.708, 6.766], [0.167, -1.166, 3.873], [3.852, 0.349, 2.288], [-1.218, -0.702, 3.445], [0.795, -3.686, 5.273], [-1.579, 0.284, 7.513], [7.093, -4.393, 9.557], [4.616, -4.673, 10.023], [-0.591, 1.141, 2.460], [-2.324, -0.019, 5.953], [-4.828, 0.450, 2.410], [-2.199, -2.548, 4.110], [4.850, 0.685, 2.052], [0.523, 0.771, 6.611], [-1.843, -2.332, 6.148], [0.832, -1.430, 7.291], [6.139, -2.621, 5.712], [7.850, -3.419, 7.410], [1.989, -2.535, 2.451], [-1.336, -2.015, 7.808], [0.221, -2.253, 3.779], [1.541, -0.736, 5.331], [-0.390, 1.090, 5.113], [0.253, -3.996, 6.937], [0.895, 1.529, 3.545]]}